ORCA calculation (ωB97M-V/def2-TZVPD) on 3 unconnected molecules or ions with the total composition C2H11NO2S2.

## Properties
SMILES = NCCSS.O.O
strongest force on any atom = 0.0365 Eh/bohr
Kohn-Sham gap = 9.018 eV
HOMO = -9.13 eV
ΔE to the lowest compared entry with this formula, charge and spin = 18.5 kcal/mol
molar mass = 145.2 g/mol
total charge = 0

Last columns: bonded neighbours and bond lengths (Å).
Geometry (Å):
1 N -1.3888 -1.5613 0.8551  C2 1.472, H6 1.015, H7 1.012
2 C -0.6245 -0.3538 1.2098  N1 1.472, C3 1.540, H8 1.102, H9 1.096
3 C 0.8226 -0.6247 0.7588  C2 1.540, S4 1.814, H10 1.089, H11 1.091
4 S 2.1054 0.3673 1.5719  C3 1.814, S5 2.128
5 S 3.6592 0.1821 0.1297  S4 2.128, H12 1.344
6 H -2.3462 -1.3010 1.0715  N1 1.015
7 H -1.4346 -1.7029 -0.1456  N1 1.012
8 H -0.6384 -0.3223 2.3114  C2 1.102
9 H -0.9455 0.5899 0.7539  C2 1.096
10 H 0.9013 -0.3659 -0.2963  C3 1.089
11 H 0.9892 -1.6987 0.8561  C3 1.091
12 H 3.5552 0.7302 -1.0933  S5 1.344
13 O -2.5998 -0.0075 -1.2722  H14 0.963, H15 0.967
14 H -2.5234 -0.0422 -2.2318  O13 0.963
15 H -2.0669 0.7765 -1.0829  O13 0.967
16 O 0.4991 1.6996 -1.2675  H17 0.960, H18 0.966
17 H 1.3075 1.7523 -1.7817  O16 0.960
18 H 0.7286 1.8825 -0.3469  O16 0.966